Entry 1:
{"formula": "C8H10O5Pt", "method": "the ωB97M-V functional and the def2-TZVPD basis", "species": ["Pt", "O", "C", "C", "O", "C", "O", "C", "O", "C", "H", "H", "C", "H", "H", "C", "C", "O", "H", "H", "H", "H", "H", "H"], "xyz": [[-0.119, -0.040, -0.239], [-0.237, 3.087, -0.301], [-0.151, 1.934, -0.243], [-0.124, -2.029, -0.471], [-0.194, -3.162, -0.660], [1.810, -0.030, -0.478], [2.883, -0.028, -0.968], [-2.029, -0.065, -0.695], [-2.992, -0.120, -1.359], [0.055, 0.802, -4.138], [-0.878, 1.333, -4.029], [0.981, 1.349, -3.954], [0.058, -0.524, -4.207], [0.993, -1.103, -4.071], [-0.881, -1.086, -4.159], [0.064, 0.175, 4.247], [0.516, 0.037, 2.809], [-0.789, -0.151, 2.097], [-0.707, 0.962, 4.256], [0.888, 0.412, 4.926], [-0.429, -0.769, 4.522], [0.998, 0.946, 2.413], [1.200, -0.802, 2.617], [-0.916, -1.127, 2.084]], "mulliken_spin": [0.37, 0.04, 0.07, 0.08, 0.04, 0.16, 0.07, 0.22, 0.07, 0.36, 0.03, 0.02, 0.37, 0.02, 0.03, 0.01, 0.03, 0.08, 0.00, 0.00, 0.00, -0.03, -0.02, -0.02], "lumo_ev": [-8.58, -13.08], "total_charge": 2, "e_above_lowest_kj_mol": 138.0, "orbital_gap_ha": [0.212, 0.147], "multiplicity": 3, "e_homo_ev": [-14.35, -17.09]}

Entry 2:
{"formula": "C39H78BF4NO12S", "method": "the ωB97M-V functional and the def2-TZVPD basis", "species": ["C", "C", "C", "C", "C", "C", "F", "O", "C", "C", "N", "C", "C", "C", "C", "C", "C", "C", "C", "C", "C", "C", "O", "C", "B", "O", "O", "S", "O", "O", "C", "F", "F", "F", "H", "H", "H", "H", "H", "H", "H", "H", "H", "H", "H", "H", "H", "H", "H", "H", "H", "H", "H", "H", "H", "H", "H", "H", "H", "H", "H", "H", "H", "H", "H", "H", "H", "H", "H", "H", "H", "H", "H", "H", "H", "H", "C", "C", "C", "O", "H", "H", "H", "H", "H", "H", "C", "C", "C", "O", "H", "H", "H", "H", "H", "H", "C", "C", "C", "O", "H", "H", "H", "H", "H", "H", "C", "C", "C", "O", "H", "H", "H", "H", "H", "H", "C", "C", "C", "O", "H", "H", "H", "H", "H", "H", "C", "C", "C", "O", "H", "H", "H", "H", "H", "H"], "xyz": [[2.301, -1.807, 1.648], [3.322, -2.943, 1.761], [4.735, -2.578, 1.223], [5.810, -2.501, 2.309], [5.384, -1.817, 3.606], [5.022, -0.347, 3.460], [4.074, -0.033, 4.448], [4.575, -1.432, 0.458], [5.736, -0.897, -0.207], [5.325, -0.492, -1.659], [3.912, -0.115, -1.690], [3.625, 1.194, -2.278], [2.121, 1.415, -2.190], [1.664, 1.665, -0.751], [0.261, 1.122, -0.419], [-0.751, 2.190, 0.034], [-2.173, 1.986, -0.527], [-3.092, 1.278, 0.454], [-4.569, 1.325, 0.024], [-5.057, 0.007, -0.583], [-5.720, -0.913, 0.433], [-6.182, -2.238, -0.181], [-7.585, -2.411, 0.058], [-7.957, -3.759, 0.030], [6.270, 0.430, 0.540], [5.639, 1.654, 0.471], [7.421, 0.342, 1.298], [5.255, -4.061, 0.203], [6.682, -4.062, -0.020], [4.776, -5.275, 0.810], [4.439, -3.971, -1.498], [3.404, -3.109, -1.541], [5.371, -3.660, -2.421], [3.973, -5.218, -1.770], [1.407, -2.119, 2.187], [2.631, -0.885, 2.111], [2.016, -1.651, 0.615], [3.375, -3.342, 2.765], [2.921, -3.746, 1.147], [6.728, -2.035, 1.966], [6.076, -3.529, 2.560], [4.574, -2.313, 4.130], [6.244, -1.867, 4.274], [4.554, -0.103, 2.509], [5.860, 0.322, 3.636], [6.576, -1.592, -0.234], [5.506, -1.306, -2.357], [5.925, 0.364, -1.959], [3.399, -0.774, -2.256], [3.953, 1.253, -3.322], [4.106, 1.995, -1.720], [1.835, 2.268, -2.808], [1.604, 0.550, -2.609], [2.388, 1.202, -0.080], [1.680, 2.734, -0.541], [0.372, 0.438, 0.426], [-0.161, 0.528, -1.228], [-0.410, 3.190, -0.240], [-0.822, 2.202, 1.121], [-2.594, 2.967, -0.726], [-2.112, 1.409, -1.452], [-3.013, 1.736, 1.440], [-2.818, 0.229, 0.601], [-5.218, 1.588, 0.858], [-4.682, 2.108, -0.726], [-5.813, 0.234, -1.337], [-4.259, -0.512, -1.105], [-6.595, -0.419, 0.848], [-5.033, -1.148, 1.246], [-6.034, -2.232, -1.262], [-5.652, -3.082, 0.262], [-7.427, -4.336, 0.792], [-9.026, -3.819, 0.215], [-7.773, -4.209, -0.953], [5.978, 2.136, -0.286], [8.085, -0.206, 0.876], [-1.350, 6.189, 0.347], [-2.755, 5.701, 0.604], [-3.472, 6.282, 1.799], [-3.279, 4.880, -0.108], [-0.951, 5.692, -0.535], [-1.352, 7.267, 0.179], [-0.714, 5.957, 1.203], [-3.563, 7.364, 1.692], [-2.916, 6.057, 2.711], [-4.465, 5.845, 1.871], [1.328, 1.772, 3.774], [0.542, 3.060, 3.748], [0.724, 3.998, 4.918], [-0.199, 3.325, 2.830], [1.106, 1.194, 2.879], [2.398, 1.984, 3.804], [1.061, 1.184, 4.653], [1.769, 4.303, 4.993], [0.429, 3.502, 5.844], [0.106, 4.881, 4.774], [-3.929, -4.525, -2.741], [-3.006, -3.537, -2.065], [-1.528, -3.681, -2.343], [-3.430, -2.672, -1.339], [-4.957, -4.310, -2.458], [-3.833, -4.446, -3.825], [-3.679, -5.541, -2.433], [-1.335, -3.568, -3.411], [-1.180, -4.663, -2.019], [-0.983, -2.912, -1.799], [-8.314, -1.185, -3.936], [-7.627, 0.157, -4.032], [-7.966, 1.018, -5.226], [-6.844, 0.521, -3.189], [-7.984, -1.696, -3.033], [-9.395, -1.050, -3.891], [-8.065, -1.796, -4.806], [-9.034, 1.243, -5.234], [-7.704, 0.498, -6.149], [-7.407, 1.949, -5.171], [-3.214, 1.518, 5.355], [-4.514, 1.239, 4.634], [-5.781, 1.319, 5.452], [-4.534, 0.968, 3.460], [-2.388, 1.428, 4.651], [-3.224, 2.528, 5.768], [-3.074, 0.801, 6.165], [-5.896, 2.321, 5.870], [-5.748, 0.594, 6.267], [-6.635, 1.099, 4.816], [7.107, -1.457, -5.360], [8.009, -0.464, -4.670], [9.495, -0.635, -4.871], [7.561, 0.427, -3.986], [6.069, -1.221, -5.134], [7.255, -1.410, -6.440], [7.327, -2.467, -5.013], [9.740, -0.555, -5.931], [9.811, -1.613, -4.505], [10.027, 0.139, -4.324]], "mulliken_charge": [-0.67, -1.41, 0.13, -0.56, -0.98, 0.64, -0.39, 0.57, -0.47, -1.89, 0.21, -0.56, -1.38, 0.74, -0.64, 0.51, -1.00, -0.21, -1.08, 0.25, -0.77, -0.13, -0.43, -0.79, 1.03, -0.59, -0.69, 1.24, -0.71, -0.71, 0.75, -0.16, -0.23, -0.25, 0.72, -0.34, 0.23, 0.54, 0.53, 0.26, 0.60, 0.44, 0.39, -0.54, 0.33, 0.44, 0.33, 0.49, 0.13, 0.39, 0.27, 0.40, 0.45, -0.59, 0.44, 0.01, 0.48, 0.11, -0.39, 0.44, 0.24, 0.27, 0.21, 0.43, 0.46, -0.14, 0.14, 0.42, 0.23, 0.05, 0.48, 0.33, 0.31, 0.26, 0.28, 0.33, -1.08, 0.99, -1.24, -0.54, 0.24, 0.44, 0.19, 0.38, 0.28, 0.32, -0.60, 0.71, -1.47, -0.33, -0.18, 0.37, 0.42, 0.37, 0.34, 0.31, -1.07, 0.90, -1.15, -0.44, 0.12, 0.35, 0.36, 0.36, 0.35, 0.17, -0.72, 0.75, -1.23, -0.48, -0.03, 0.34, 0.33, 0.32, 0.33, 0.32, -0.92, 0.77, -1.27, -0.39, 0.06, 0.36, 0.38, 0.35, 0.36, 0.29, -1.10, 0.94, -1.20, -0.53, 0.22, 0.42, 0.29, 0.35, 0.33, 0.31], "lumo_ev": 0.25, "e_above_lowest_kj_mol": 65.3, "orbital_gap_ha": 0.327, "smiles": "CC[C@](CCCF)(O[C@@H](CNCCCCCCCCCCCOC)B(O)O)S(=O)(=O)C(F)(F)F.CC(C)=O.CC(C)=O.CC(C)=O.CC(C)=O.CC(C)=O.CC(C)=O", "e_homo_ev": -8.65}

Entry 3:
{"formula": "CBrCl2NO2", "method": "the ωB97M-V functional and the def2-TZVPD basis", "species": ["C", "N", "O", "O", "Cl", "Cl", "Br"], "xyz": [[0.216, -0.096, 0.766], [0.906, -0.602, -0.520], [0.909, -1.779, -0.685], [1.196, 0.280, -1.284], [-1.876, 2.027, -0.476], [-0.129, 1.414, 0.724], [-1.222, -1.243, 1.475]], "nbo_charge": [-0.26, 0.51, -0.32, -0.35, -0.30, 0.60, 0.12], "lumo_ev": -2.48, "e_above_lowest_kj_mol": 292.7, "orbital_gap_ha": 0.283, "e_homo_ev": -10.18}

Entry 4:
{"formula": "C24H20N6", "method": "the ωB97M-V functional and the def2-TZVPD basis", "species": ["C", "C", "N", "C", "C", "C", "C", "C", "C", "C", "C", "C", "C", "N", "C", "C", "C", "N", "C", "C", "N", "N", "C", "C", "C", "N", "C", "C", "C", "C", "H", "H", "H", "H", "H", "H", "H", "H", "H", "H", "H", "H", "H", "H", "H", "H", "H", "H", "H", "H"], "xyz": [[-0.524, 2.621, -5.099], [-1.766, 1.813, -5.092], [-2.062, 1.619, -3.621], [-3.233, 2.122, -2.988], [-4.363, 2.670, -3.506], [-5.422, 3.108, -2.657], [-5.311, 2.886, -1.224], [-4.249, 2.164, -0.749], [-3.226, 1.775, -1.639], [-1.962, 1.105, -1.447], [-1.433, 0.750, -0.165], [-0.116, 0.158, -0.180], [0.527, -0.414, 0.973], [1.831, -0.366, 1.199], [2.234, -1.132, 2.268], [3.514, -1.317, 2.707], [3.618, -2.198, 3.804], [4.810, -2.770, 4.124], [5.967, -2.140, 3.859], [6.918, -2.943, 4.465], [6.261, -4.136, 4.886], [4.990, -4.060, 4.660], [2.452, -2.709, 4.490], [1.171, -2.440, 3.994], [1.079, -1.629, 2.868], [0.045, -1.212, 2.010], [-1.239, -1.782, 1.988], [0.526, 0.022, -1.485], [-0.078, 0.341, -2.706], [-1.275, 1.044, -2.671], [0.181, 2.124, -5.740], [0.071, 2.901, -4.281], [-0.749, 3.640, -5.503], [-2.651, 2.368, -5.429], [-1.672, 0.751, -5.614], [-4.583, 2.867, -4.577], [-6.196, 3.651, -3.144], [-6.199, 3.123, -0.650], [-4.053, 1.839, 0.310], [-1.864, 0.895, 0.854], [4.225, -0.844, 2.095], [6.025, -1.174, 3.390], [7.954, -2.631, 4.558], [2.553, -3.423, 5.386], [0.241, -2.717, 4.398], [-1.303, -2.558, 1.086], [-1.442, -2.390, 2.945], [-2.118, -1.134, 1.924], [1.606, -0.254, -1.459], [0.291, 0.017, -3.614]], "nbo_charge": [-0.65, -0.20, -0.35, 0.14, -0.25, -0.19, -0.24, -0.18, -0.09, -0.02, -0.17, -0.14, 0.39, -0.48, 0.09, -0.23, 0.13, -0.21, -0.06, -0.14, -0.21, -0.03, -0.22, -0.24, 0.17, -0.39, -0.41, -0.15, -0.26, 0.16, 0.22, 0.24, 0.22, 0.22, 0.21, 0.21, 0.21, 0.22, 0.22, 0.22, 0.24, 0.23, 0.22, 0.25, 0.21, 0.20, 0.21, 0.21, 0.24, 0.21], "lumo_ev": 0.24, "e_above_lowest_kj_mol": 276.8, "orbital_gap_ha": 0.294, "smiles": "CCn1c2ccccc2c2cc(-c3nc4cc(-n5ccnn5)ccc4n3C)ccc21", "e_homo_ev": -7.75}